{"formula": "C27H15Cl48F18NO2S", "method": "ωB97M-V with the def2-TZVPD basis set", "species": ["C", "C", "C", "C", "C", "N", "C", "C", "C", "F", "F", "C", "F", "F", "C", "F", "F", "C", "F", "F", "C", "F", "F", "C", "F", "F", "C", "F", "F", "C", "F", "F", "F", "S", "O", "O", "F", "H", "H", "H", "H", "H", "H", "H", "H", "H", "H", "H", "H", "H", "H", "H", "C", "Cl", "Cl", "Cl", "Cl", "C", "Cl", "Cl", "Cl", "Cl", "C", "Cl", "Cl", "Cl", "Cl", "C", "Cl", "Cl", "Cl", "Cl", "C", "Cl", "Cl", "Cl", "Cl", "C", "Cl", "Cl", "Cl", "Cl", "C", "Cl", "Cl", "Cl", "Cl", "C", "Cl", "Cl", "Cl", "Cl", "C", "Cl", "Cl", "Cl", "Cl", "C", "Cl", "Cl", "Cl", "Cl", "C", "Cl", "Cl", "Cl", "Cl", "C", "Cl", "Cl", "Cl", "Cl"], "xyz": [[2.853381, -1.643558, 0.383008], [3.051959, -0.108137, 0.242780], [1.781832, 0.614842, -0.273979], [0.932273, 1.204204, 0.855653], [0.559190, 0.141296, 1.884154], [-0.301243, 1.936737, 0.422771], [-1.095810, 1.246381, -0.625084], [-2.604917, 1.456662, -0.492308], [-3.150843, 1.111406, 0.884969], [-2.416881, 0.133142, 1.487953], [-3.043456, 2.210757, 1.696199], [-4.653221, 0.750860, 0.918260], [-5.285049, 1.779663, 0.301269], [-5.086525, 0.720994, 2.182995], [-5.145925, -0.545606, 0.195250], [-5.094490, -0.360847, -1.136970], [-6.453929, -0.642398, 0.531190], [-4.507304, -1.909167, 0.645906], [-4.224945, -1.805285, 1.950362], [-5.456619, -2.864933, 0.536659], [-3.226766, -2.424138, -0.112561], [-2.242773, -2.571538, 0.799735], [-2.780216, -1.556310, -1.044320], [-3.359696, -3.826688, -0.782953], [-3.634656, -4.746428, 0.129476], [-2.117422, -4.105176, -1.255937], [-4.335677, -3.914615, -2.005202], [-5.096729, -5.018563, -1.849519], [-5.154187, -2.851470, -2.069308], [-3.640739, -4.070989, -3.385985], [-3.071045, -5.247310, -3.511763], [-2.776727, -3.104515, -3.627843], [-4.594202, -3.981501, -4.306464], [-0.027224, 3.508883, 0.076166], [-1.169033, 4.053065, -0.572425], [0.539293, 4.150998, 1.209281], [1.103885, 3.471216, -1.015097], [3.112539, -1.938524, 1.404720], [3.449697, -2.207363, -0.332522], [1.799549, -1.907423, 0.268494], [3.407388, 0.309121, 1.187243], [3.824514, 0.034397, -0.514649], [2.118048, 1.388683, -0.966351], [1.225234, -0.114047, -0.871842], [1.558672, 1.939361, 1.366727], [1.440681, -0.264029, 2.378961], [-0.138070, 0.543987, 2.621105], [0.036736, -0.688072, 1.394008], [-0.902104, 0.178387, -0.513745], [-0.764752, 1.530871, -1.626922], [-2.841233, 2.506025, -0.676370], [-3.087745, 0.889993, -1.287098], [-0.608215, -6.815601, -6.273305], [-1.836875, -7.668130, -7.211226], [-0.176391, -7.798501, -4.869747], [0.823679, -6.550310, -7.273693], [-1.239805, -5.253934, -5.741274], [-3.456640, 6.569592, 1.701400], [-4.632126, 7.246356, 2.836400], [-3.352042, 4.826301, 1.915266], [-3.962109, 6.928362, 0.047237], [-1.867096, 7.283711, 1.995473], [-5.788222, 1.612385, 5.533440], [-4.875308, 2.634362, 4.424761], [-5.325634, -0.082475, 5.282283], [-5.437385, 2.088578, 7.196029], [-7.516322, 1.789847, 5.216300], [7.329983, -0.769266, -0.677412], [6.345275, -1.321425, 0.677865], [8.134609, 0.743098, -0.226637], [8.551481, -1.981847, -1.064353], [6.291988, -0.524720, -2.085267], [5.874386, 3.803038, -3.308952], [6.829083, 2.898801, -2.133881], [5.448629, 2.729378, -4.651614], [4.399689, 4.397282, -2.542324], [6.807402, 5.169773, -3.921471], [10.527634, 2.012622, -3.990302], [11.613488, 1.064641, -5.020473], [10.197408, 3.560626, -4.765466], [9.020563, 1.132005, -3.750292], [11.296843, 2.287471, -2.423520], [2.799166, 7.472268, 0.905345], [1.149725, 7.638967, 1.506447], [3.818291, 8.746787, 1.582930], [3.448065, 5.896267, 1.367353], [2.779707, 7.604061, -0.856845], [-3.811651, -9.576572, -3.688088], [-3.922563, -10.026062, -5.392469], [-5.097961, -10.377463, -2.779975], [-2.240787, -10.075637, -3.050970], [-3.979332, -7.829626, -3.524987], [4.197570, 1.047897, 4.451120], [3.886395, -0.662155, 4.110260], [3.619151, 2.025879, 3.097115], [3.350448, 1.519031, 5.921795], [5.932315, 1.294554, 4.651942], [15.895506, 3.075423, -4.747032], [15.831224, 4.780434, -4.288416], [14.258128, 2.408809, -4.773914], [16.618788, 2.924147, -6.351478], [16.874450, 2.187526, -3.574416], [-10.127937, -1.551419, 1.687576], [-8.587881, -2.206423, 1.133622], [-11.451180, -2.268660, 0.762269], [-10.341960, -1.915747, 3.402863], [-10.129413, 0.200810, 1.455889], [-6.700765, -1.548683, 9.797827], [-8.411137, -1.587978, 10.238558], [-5.886062, -0.279185, 10.719136], [-5.961871, -3.109930, 10.169052], [-6.539143, -1.212649, 8.074177]], "forces_ev_per_angstrom": [[-0.2087, 0.5272, 0.6869], [-0.3679, -0.6501, -0.5748], [0.4683, -0.0325, -0.1788], [0.3954, -0.2648, 0.5067], [-0.5951, -0.0903, -0.2158], [0.5931, 0.0641, -1.0604], [-0.2451, -0.3623, 0.3780], [0.2003, 0.4367, -0.2337], [0.4215, 0.4467, 0.0296], [-0.4376, -0.1064, -0.1929], [0.0365, -0.5683, -0.1104], [0.1086, 0.2535, -0.1787], [-0.0478, -0.1346, -0.1030], [0.1061, -0.2978, -0.0509], [-0.5527, 0.1352, 0.2264], [0.1936, -0.1496, 0.1407], [0.5187, 0.2038, -0.1689], [-0.0945, 0.0440, 0.0084], [0.0309, 0.0275, 0.0397], [0.0243, 0.0093, -0.2059], [0.3790, -0.2470, 0.4799], [-0.1588, 0.0510, -0.1781], [-0.2302, 0.0126, 0.0394], [0.5058, 0.3405, -0.5714], [-0.3312, -0.0751, 0.2664], [0.0336, 0.0429, 0.0228], [-0.2877, -0.6936, 0.2082], [0.0653, 0.1802, -0.0073], [0.2532, 0.1099, 0.0402], [-0.8112, 0.3618, -0.1333], [0.3770, -0.2557, 0.3854], [0.5855, 0.3997, 0.1200], [-0.4262, -0.0479, -0.3206], [-0.8162, 0.4393, 1.1135], [0.2234, -0.1466, -0.1912], [0.2052, -0.2089, -0.3170], [0.1326, -0.0022, -0.1606], [0.1563, -0.2710, -0.2061], [-0.0280, -0.0191, 0.0693], [0.0992, -0.0834, -0.1544], [-0.0355, 0.0446, -0.2770], [0.0979, 0.2299, 0.2266], [-0.2402, 0.1272, 0.1041], [-0.1208, 0.1057, 0.0688], [-0.2259, 0.0764, -0.0445], [-0.0035, 0.1019, -0.0162], [0.2401, 0.0601, 0.0591], [0.1059, -0.0080, 0.0749], [0.1337, 0.1291, 0.0403], [-0.1199, 0.0049, 0.0123], [-0.1020, -0.1089, 0.0973], [-0.0695, -0.1266, 0.1598], [0.0457, -0.0450, -0.0389], [0.0022, 0.0884, -0.0292], [-0.0026, 0.1021, -0.0086], [0.0090, -0.0238, -0.0037], [0.1543, -0.0522, -0.1798], [0.0145, 0.0095, 0.0170], [0.0212, -0.0098, -0.0054], [-0.0765, 0.2100, 0.0009], [-0.0061, 0.0079, -0.0077], [-0.2323, 0.0109, 0.0570], [0.0282, 0.0120, -0.0783], [0.0079, 0.1315, 0.1373], [0.0364, 0.0758, -0.0427], [0.0076, -0.0146, 0.0016], [-0.0153, -0.0180, 0.0073], [0.0667, -0.0277, 0.0677], [0.0150, -0.0318, 0.0703], [-0.0008, -0.1220, 0.0451], [0.0160, -0.0004, 0.0091], [0.0040, 0.0214, -0.0398], [-0.0309, -0.0032, 0.0118], [-0.2319, 0.3484, 0.0680], [0.0118, -0.0023, -0.0106], [-0.0525, 0.0069, 0.0427], [0.0157, 0.0009, -0.0036], [0.0185, -0.0345, 0.0259], [-0.3501, -0.1733, -0.0008], [-0.0148, 0.0266, -0.0083], [0.1515, -0.1787, -0.2001], [0.0085, -0.0007, 0.0056], [-0.0196, -0.0240, -0.0045], [0.2441, -0.0141, -0.0131], [-0.0125, 0.0066, -0.0078], [0.0183, 0.0000, 0.0051], [0.0459, -0.0074, -0.0539], [-0.0363, -0.0228, 0.0050], [-0.0302, -0.0391, 0.0328], [0.0088, -0.0218, -0.0053], [-0.0276, -0.0656, 0.0507], [0.0002, -0.1781, -0.0468], [0.0377, 0.0056, -0.0087], [-0.0057, -0.0190, -0.0144], [0.0490, 0.1774, 0.1691], [-0.0048, -0.0114, -0.0060], [0.0019, -0.0013, -0.0015], [-0.0300, 0.0120, 0.0182], [-0.0020, -0.0005, 0.0005], [0.3683, 0.1592, 0.0029], [0.0031, 0.0003, -0.0040], [0.0010, -0.0015, 0.0019], [-0.0085, -0.0020, 0.0209], [-0.3115, -0.2201, 0.0906], [0.0091, 0.0007, 0.0025], [0.0012, -0.0001, 0.0044], [-0.0006, 0.0126, 0.0013], [-0.0278, 0.0058, -0.0105], [-0.0034, -0.0004, 0.0025], [0.0041, 0.0084, 0.0063], [0.0025, -0.0038, 0.0025], [-0.0303, -0.0848, 0.0967]], "homo_lumo_gap_ev": 10.67}


{"formula": "C27H16AuN6SbSe4", "method": "ωB97M-V with the def2-TZVPD basis set", "species": ["Au", "C", "C", "C", "C", "N", "C", "N", "C", "N", "C", "N", "C", "C", "C", "C", "C", "N", "C", "C", "C", "C", "C", "C", "H", "H", "H", "H", "H", "H", "H", "H", "H", "H", "H", "H", "N", "C", "C", "C", "C", "C", "C", "C", "C", "C", "H", "H", "H", "H", "Se", "Sb", "Se", "Se", "Se"], "xyz": [[-0.024432, 1.131407, -0.223152], [-3.798209, 3.222728, -0.530229], [-3.569677, 4.517662, -0.800921], [-2.293056, 5.007202, -1.018742], [-1.257920, 4.090544, -0.709580], [-1.424819, 2.766732, -0.584503], [-2.735808, 2.366078, -0.433347], [-0.043344, 4.802497, -0.667428], [1.063396, 4.170427, -0.386917], [1.364105, 2.880206, -0.523737], [2.622683, 2.531403, -0.358561], [3.252934, 1.437416, -0.353987], [2.779826, 0.143319, -0.182104], [3.851292, -0.850773, -0.025123], [3.586853, -2.255235, 0.141292], [2.221619, -2.561029, 0.170836], [1.215471, -1.647694, 0.204029], [1.555744, -0.285151, -0.077914], [3.343697, 3.941343, 0.092917], [4.624711, 4.247448, 0.288101], [4.824534, 5.586876, 0.665074], [3.808799, 6.581241, 0.748923], [2.506672, 6.195837, 0.371327], [2.364766, 4.897849, -0.124334], [-4.731658, 2.777604, -0.331618], [-4.440547, 5.095806, -0.917604], [-2.133537, 6.038638, -1.233581], [-2.904078, 1.336883, -0.357152], [4.914243, -0.534338, -0.112873], [4.352103, -2.936379, 0.364577], [1.645207, -3.467367, 0.482637], [-0.620617, -0.867708, 1.160310], [5.508215, 3.673939, 0.243165], [5.936250, 5.832298, 0.899986], [4.045112, 7.615944, 1.117981], [1.686677, 6.839887, 0.240856], [-1.777395, -9.538115, -0.857888], [-1.554979, -8.453277, -0.523547], [-1.358105, -7.117494, -0.107198], [-2.270393, -6.422101, 0.635076], [-2.168781, -5.068453, 0.962488], [-1.024110, -4.320786, 0.531537], [-0.110058, -4.973227, -0.265181], [-0.331322, -6.358786, -0.611485], [-1.047566, -2.824569, 0.732314], [-0.220821, -1.816172, 0.675099], [-3.093436, -7.028745, 1.157161], [-2.891262, -4.640084, 1.608217], [0.651742, -4.380369, -0.800934], [0.322506, -6.813976, -1.357542], [-6.226805, -4.847646, 0.714023], [-6.119759, -3.007944, -1.004025], [-2.783682, -2.306309, 1.461621], [-3.875974, -1.946548, -1.376369], [-7.217032, -2.458947, 1.188006]], "forces_ev_per_angstrom": [[-0.0025, 0.1336, -0.3011], [0.9591, -2.9934, 1.0357], [1.0268, 2.4833, -1.1926], [-2.5182, -1.8885, 1.1505], [3.6885, 3.2039, -1.1415], [-2.2254, -1.3420, 0.9008], [1.0539, 1.4112, -0.9056], [-2.7014, -1.1556, 0.4254], [3.6220, 0.8838, -0.6011], [-1.0158, -1.1315, -0.6852], [0.4268, 6.5633, 1.8601], [1.2565, -5.2434, 0.4090], [3.9798, 1.1577, -0.4484], [0.4020, -2.5421, -0.2498], [-0.7810, 4.8384, -0.5628], [-3.0695, -2.1652, 1.5495], [0.6040, 3.2915, -0.5045], [-4.2295, -1.6153, 0.9114], [-2.5379, -4.5141, -3.3247], [1.1642, 3.0844, 1.3051], [2.3996, 0.9603, 0.4539], [-0.0194, -0.2530, 0.1672], [2.1177, -0.5226, -0.9455], [-2.4113, -0.1482, 2.0787], [-1.2203, -0.0808, -0.0238], [-0.8218, 1.2482, -0.2004], [0.5187, 0.3036, -0.0667], [-0.0660, -1.4257, 0.3504], [-1.0788, 0.0614, 0.2565], [0.8785, -0.8847, -0.0489], [2.1320, -0.1712, -0.2504], [0.7013, -1.0688, -1.1720], [0.4053, -1.2516, -0.0462], [-2.0403, 0.0386, -0.3041], [-0.2424, -1.1714, -0.4600], [-0.8889, 1.0065, 0.2852], [0.2792, 0.6535, 0.2091], [-0.4595, -1.4303, -0.2528], [0.6693, 1.1787, -0.7752], [-2.6344, -0.2010, 3.0162], [1.9767, -1.6839, -0.6279], [-1.3179, 0.7224, -0.5290], [-0.2170, -1.7483, -1.4066], [1.9804, 1.6483, -0.6089], [-2.6791, -2.3038, 1.4139], [2.6845, 2.3886, -0.0282], [0.9989, 1.1003, -1.0507], [-0.4769, 0.1949, 0.1497], [-0.4017, -0.7435, 0.3928], [0.0448, 0.1575, 0.2773], [-0.5755, 1.2479, 0.9393], [0.8275, 0.6762, -1.8315], [-0.0521, 1.0473, -0.0814], [-0.6650, -0.4661, 0.6344], [0.5513, -1.5393, 0.4553]], "homo_lumo_gap_ev": [2.83, 5.20], "s_squared": 2.04, "spin_multiplicity": 3, "total_charge": -2}


{"formula": "C27H16Cl5N5S3Ti", "method": "ωB97M-V with the def2-TZVPD basis set", "species": ["Ti", "C", "N", "C", "C", "C", "C", "C", "N", "C", "C", "C", "C", "C", "C", "H", "H", "H", "H", "H", "H", "H", "H", "H", "H", "H", "Cl", "C", "C", "C", "Cl", "C", "Cl", "C", "Cl", "C", "Cl", "S", "C", "S", "C", "C", "N", "C", "N", "S", "C", "N", "C", "C", "C", "C", "H", "H", "H", "H", "H"], "xyz": [[-0.090491, -0.446478, -0.101165], [-0.526061, 1.093527, 2.720617], [0.188120, 0.056231, 1.956693], [1.181694, -0.578217, 2.506473], [1.821909, -1.612075, 1.799484], [2.923686, -2.428777, 2.078423], [3.042590, -3.288469, 0.987556], [2.004179, -2.959575, 0.101914], [1.272204, -1.950037, 0.585834], [0.330792, 1.863222, 3.692115], [1.145392, 2.901968, 3.252025], [1.956389, 3.589620, 4.141070], [1.962602, 3.245589, 5.486511], [1.149752, 2.216785, 5.937228], [0.338033, 1.531862, 5.042777], [-1.356852, 0.626816, 3.252517], [-0.966784, 1.776571, 1.991549], [1.512100, -0.322027, 3.511071], [3.533700, -2.401561, 2.967744], [3.759976, -4.082087, 0.856058], [1.737994, -3.435531, -0.830982], [1.138724, 3.177607, 2.203847], [2.580479, 4.399482, 3.785834], [2.594654, 3.782851, 6.181304], [1.143367, 1.948253, 6.985562], [-0.303028, 0.732804, 5.398437], [-3.028757, -0.773958, 1.459178], [-3.225666, 0.086753, -0.035593], [-2.089873, 0.289598, -0.815359], [-2.332691, 0.898503, -2.008955], [-0.814038, 1.129295, -3.151391], [-3.551454, 1.370989, -2.461007], [-3.733035, 2.250202, -3.944346], [-4.659079, 1.159847, -1.646518], [-6.207787, 1.712359, -2.137271], [-4.494831, 0.500368, -0.422750], [-5.856290, 0.220406, 0.582654], [-1.127163, -2.501543, -1.035909], [-1.173708, -2.536234, -2.755940], [-0.716096, -1.212445, -3.803682], [-1.517236, -3.711843, -3.384628], [-1.589538, -3.793598, -4.811446], [-1.650750, -3.897982, -5.956353], [-1.780720, -4.905150, -2.651370], [-1.983175, -5.875250, -2.066047], [0.961799, 1.908474, -0.449536], [1.430676, 0.219875, -1.314277], [2.564799, 0.014262, -2.090124], [2.714662, 0.285233, -3.362357], [1.897945, 1.001214, -4.280574], [0.649490, 1.471482, -4.489716], [0.207288, 0.805355, -1.618260], [3.310901, -0.504397, -1.638533], [3.663339, -0.060481, -3.759401], [2.465688, 1.237044, -5.186192], [-1.615503, 1.297530, -4.261891], [-0.794317, 2.475738, -2.992903]], "forces_ev_per_angstrom": [[-0.2354, -0.4146, 0.1092], [0.0132, 0.0385, -0.0494], [-0.0347, -0.0058, 0.2407], [-0.1096, 0.0727, 0.1084], [0.0089, -0.0777, 0.0078], [-0.0329, -0.0125, -0.0215], [-0.0160, 0.0088, -0.0230], [0.0365, -0.0119, -0.0023], [-0.0264, 0.0423, 0.1720], [-0.0044, -0.0157, 0.0314], [0.0211, 0.0049, -0.0134], [-0.0013, 0.0032, -0.0033], [-0.0026, -0.0045, 0.0041], [0.0068, 0.0093, -0.0003], [-0.0187, 0.0049, -0.0037], [-0.0026, -0.0129, -0.0099], [-0.0029, 0.0105, 0.0078], [0.0375, 0.0492, -0.0257], [0.0032, 0.0022, -0.0019], [0.0015, 0.0010, 0.0018], [0.0027, 0.0069, -0.0042], [-0.0002, -0.0074, 0.0027], [0.0007, -0.0008, 0.0019], [-0.0006, 0.0008, 0.0004], [0.0010, 0.0002, -0.0004], [0.0024, -0.0012, -0.0032], [-0.0076, -0.0329, -0.0043], [0.0163, -0.0322, 0.0074], [-0.1077, 0.1732, -0.0078], [0.0683, 0.0570, 0.0233], [-0.0079, 0.0048, 0.0459], [-0.0014, -0.0286, -0.0241], [-0.0024, -0.0097, -0.0112], [-0.0250, 0.0228, -0.0068], [0.0081, 0.0008, -0.0008], [0.0003, -0.0306, 0.0049], [0.0029, 0.0035, -0.0025], [0.3074, -0.0548, -0.0190], [-0.1961, 0.0633, -0.0234], [0.1301, -0.0396, 0.0301], [0.0112, 0.2296, -0.1658], [-0.0297, -0.1327, 0.0737], [0.0126, 0.0430, 0.0025], [0.0033, -0.0706, 0.0708], [-0.0131, 0.0018, -0.0166], [0.2876, -0.0884, -0.0940], [-0.0346, 0.5054, -0.1752], [0.0124, -0.0431, -0.2238], [-0.0178, -0.0282, 0.1504], [-0.0801, 0.0922, -0.1038], [-0.0297, -0.0417, 0.1025], [0.0295, -0.2944, -0.1509], [-0.0015, 0.0120, -0.0030], [-0.0035, 0.0011, -0.0047], [0.0251, -0.0131, 0.0278], [0.0136, 0.0596, -0.0159], [-0.0176, -0.0199, -0.0111]], "homo_lumo_gap_ev": 5.38, "de_lowest_kj_mol": 1594.1}